Entry 1:
The following is a DFT calculation (ωB97M-V with the def2-TZVPD basis set) of C12H25N2O2P2Re as an isolated structure in a non-equilibrium geometry.

Computed properties:
HOMO energy (spin up / spin down): -9.31 / -12.07 eV
M: 477.50 g mol⁻¹
LUMO (spin up / spin down): -3.274 / -5.063 eV
relative energy (zero: lowest compared OMol25 entry of this formula, charge and spin): 104.5 kJ/mol
total energy: -40621.414 eV
frontier orbital gap (spin up / spin down): 6.040 / 7.002 eV

ORCA input file:
```
! RIJCOSX wB97M-V def2-TZVPD def2/J DEFGRID3
* xyz 1 4
C -1.777 -1.722 -2.270
C -1.126 -1.359 -1.085
N -0.716 -0.083 -0.880
C -1.205 0.893 -1.674
C -1.969 0.580 -2.792
C -2.259 -0.738 -3.120
C -1.030 -2.322 0.049
P -0.011 -1.773 1.509
Re 0.690 0.466 0.784
P 0.247 2.711 -0.004
C -1.030 2.349 -1.304
O 3.730 -3.522 -2.561
O 2.345 0.516 -0.087
H -1.922 -2.790 -2.464
H -2.293 1.422 -3.397
H -2.822 -0.977 -4.017
C -1.331 -1.914 2.799
C 1.067 -3.262 1.864
H -0.776 2.895 -2.233
H -2.007 2.731 -0.942
H -0.720 -3.275 -0.295
H -2.049 -2.508 0.420
C -0.545 3.759 1.267
C 1.440 3.745 -0.943
H 1.493 -1.308 0.866
H 3.296 0.338 0.012
H 3.417 -2.620 -2.489
H 2.984 -4.095 -2.408
H -0.767 0.257 1.539
H 1.267 2.279 1.136
H -1.573 -2.965 3.017
H -0.971 -1.394 3.694
H -2.220 -1.393 2.417
H 0.505 -4.158 2.167
H 1.714 -3.499 1.008
H 1.731 -2.961 2.679
H 0.966 4.602 -1.442
H 2.186 4.109 -0.232
H 1.953 3.110 -1.675
H -0.348 4.805 1.047
H -1.611 3.539 1.294
H -0.086 3.473 2.219
N 1.109 1.265 3.804
C 1.026 0.795 2.723
*
```

Entry 2:
The following is a DFT calculation (ωB97M-V with the def2-TZVPD basis set) of a 2-piece molecular cluster, C12H25N2O6P2 overall in a non-equilibrium geometry.

Computed properties:
HOMO energy: -12.17 eV
M: 355.29 g mol⁻¹
LUMO: -5.039 eV
total energy: -46680.497 eV
frontier orbital gap: 7.133 eV

ORCA input file:
```
! RIJCOSX wB97M-V def2-TZVPD def2/J DEFGRID3
* xyz 1 1
C 4.070 0.252 -1.832
C 3.228 1.023 -1.047
N 2.063 1.679 -1.628
C 1.738 2.993 -1.685
C 0.513 3.073 -2.330
P -0.444 4.581 -2.748
O 0.424 5.621 -3.323
N 0.175 1.766 -2.592
C -1.056 1.232 -3.234
C -2.346 1.576 -2.444
O -2.806 0.566 -1.593
C -1.945 0.317 -0.489
C -1.763 1.516 0.475
C 1.111 0.913 -2.194
H 3.718 -0.738 -2.157
H 5.063 0.640 -2.074
H 3.338 1.137 0.037
H 2.346 3.797 -1.287
H -1.554 4.262 -3.569
H -0.971 5.084 -1.531
H -1.126 1.772 -4.193
H -0.954 0.175 -3.496
H -3.138 1.725 -3.192
H -2.198 2.556 -1.956
H -0.974 -0.113 -0.796
H -2.429 -0.481 0.089
H -2.507 2.303 0.308
H -1.797 1.165 1.513
H -0.775 1.989 0.322
H 1.045 -0.160 -2.313
C 1.342 -2.116 0.773
O 0.133 -2.338 1.504
P 0.305 -2.674 3.145
O 0.963 -4.015 3.017
O -1.298 -2.751 3.332
C -2.068 -3.621 2.504
O 0.512 -2.354 4.745
C 0.495 -3.463 5.644
H 1.101 -1.536 -0.121
H 2.063 -1.558 1.370
H 1.772 -3.070 0.469
H -1.506 -4.517 2.237
H -2.386 -3.099 1.601
H -2.953 -3.914 3.066
H 1.458 -3.968 5.637
H -0.302 -4.161 5.395
H 0.320 -3.061 6.641
*
```

Entry 3:
The following is a DFT calculation (ωB97M-V with the def2-TZVPD basis set) of C12H26CrNO9 as an isolated structure in a non-equilibrium geometry.

Computed properties:
HOMO energy (spin up / spin down): -3.23 / -3.84 eV
M: 380.33 g mol⁻¹
LUMO (spin up / spin down): 2.022 / 1.960 eV
relative energy (zero: lowest compared OMol25 entry of this formula, charge and spin): 250.6 kJ/mol
total energy: -61205.374 eV
frontier orbital gap (spin up / spin down): 5.254 / 5.803 eV

ORCA input file:
```
! RIJCOSX wB97M-V def2-TZVPD def2/J DEFGRID3
* xyz -1 5
Cr -13.508 15.763 -25.624
C -10.063 18.126 -23.983
C -11.482 17.844 -24.262
O -12.197 18.868 -24.335
O -11.881 16.708 -24.541
H -9.509 17.199 -23.830
H -9.885 18.755 -23.111
H -9.657 18.628 -24.861
C -16.908 16.361 -23.082
C -15.461 16.364 -23.360
O -14.924 15.366 -23.920
O -14.674 17.278 -22.944
H -17.414 15.958 -23.960
H -17.323 17.261 -22.629
H -17.175 15.738 -22.228
C -16.867 18.081 -26.844
C -15.537 18.269 -26.148
O -14.556 17.504 -26.381
O -15.467 19.170 -25.303
H -17.104 17.030 -27.008
H -16.887 18.702 -27.740
H -17.641 18.380 -26.137
C -12.798 12.647 -24.782
O -12.476 13.800 -25.517
C -11.534 13.654 -26.572
C -11.163 15.055 -27.150
N -12.310 15.895 -27.391
C -11.705 17.163 -27.826
C -11.340 17.258 -29.329
O -12.056 16.183 -29.961
C -11.777 15.991 -31.306
H -12.362 11.773 -25.267
H -13.875 12.481 -24.740
H -12.401 12.761 -23.773
H -11.994 13.071 -27.370
H -10.651 13.124 -26.215
H -10.565 14.972 -28.058
H -10.559 15.542 -26.384
H -12.739 15.774 -28.297
H -10.945 17.492 -27.118
H -12.521 17.881 -27.751
H -10.255 17.238 -29.435
H -11.846 18.175 -29.633
H -12.341 15.160 -31.729
H -10.737 15.680 -31.400
H -11.960 16.846 -31.957
O -14.798 14.398 -26.770
H -15.229 13.559 -26.610
H -15.279 14.779 -27.504
*
```

Entry 4:
The following is a DFT calculation (ωB97M-V with the def2-TZVPD basis set) of C12H26F3HgN3O9S as an isolated structure in a non-equilibrium geometry.

Computed properties:
HOMO energy: -0.19 eV
M: 646.00 g mol⁻¹
LUMO: 4.592 eV
relative energy (zero: lowest compared OMol25 entry of this formula, charge and spin): 0.0 kJ/mol
total energy: -58921.088 eV
frontier orbital gap: 4.784 eV

ORCA input file:
```
! RIJCOSX wB97M-V def2-TZVPD def2/J DEFGRID3
* xyz -2 1
Hg -10.656 20.550 -2.210
O -10.157 18.275 -2.228
H -10.310 17.312 -2.162
O -9.338 20.237 -4.264
C -9.736 21.323 -5.127
C -10.120 22.780 -4.360
O -10.971 22.699 -3.240
H -10.676 21.082 -5.623
H -8.996 21.400 -5.923
H -10.351 23.491 -5.153
H -9.213 23.214 -3.941
C -11.230 21.474 2.218
F -11.003 21.139 3.422
F -12.389 22.155 2.106
F -10.285 22.318 1.756
S -11.466 19.864 1.108
O -12.556 19.163 1.789
O -11.691 20.312 -0.264
O -10.202 19.143 1.190
C -15.964 21.243 -1.997
O -17.169 21.333 -1.898
N -15.202 22.054 -1.200
C -13.771 22.124 -1.327
C -15.671 22.961 -0.156
H -15.446 20.568 -2.695
H -13.371 22.253 -0.321
H -13.474 22.954 -1.968
H -13.291 21.276 -1.816
H -15.352 22.709 0.855
H -15.383 23.964 -0.471
H -16.760 22.995 -0.152
C -7.579 21.519 -1.052
O -8.755 21.153 -0.971
N -6.610 21.547 -0.055
C -5.226 21.881 -0.274
C -6.898 21.107 1.294
H -7.066 21.905 -1.947
H -5.005 22.435 -1.186
H -4.668 20.946 -0.211
H -4.875 22.534 0.525
H -7.955 20.961 1.518
H -6.269 20.257 1.557
H -6.691 21.871 2.043
C -13.391 19.257 -4.090
O -12.563 19.886 -3.401
N -14.121 18.227 -3.596
C -15.073 17.440 -4.368
C -14.139 17.762 -2.166
H -13.620 19.482 -5.143
H -16.087 17.686 -4.054
H -14.914 16.397 -4.094
H -15.050 17.416 -5.458
H -13.299 18.219 -1.644
H -15.096 17.899 -1.663
H -13.909 16.697 -2.194
*
```

Entry 5:
The following is a DFT calculation (ωB97M-V with the def2-TZVPD basis set) of a 2-piece molecular cluster, C12H26N2O4P overall in a non-equilibrium geometry.

Computed properties:
HOMO energy: -11.47 eV
M: 293.32 g mol⁻¹
LUMO: -4.200 eV
total energy: -33310.906 eV
frontier orbital gap: 7.266 eV

ORCA input file:
```
! RIJCOSX wB97M-V def2-TZVPD def2/J DEFGRID3
* xyz 1 1
C 7.072 0.091 1.168
C 5.620 -0.711 0.967
O 5.046 -1.143 2.102
N 5.102 -0.930 -0.436
P 3.804 -2.147 -0.522
C 2.041 -1.445 -0.736
C 1.554 -0.425 0.461
O 2.297 -0.004 1.489
N 0.109 0.042 0.415
C -0.059 1.465 0.902
C -0.830 -0.928 1.096
C 4.760 0.357 -1.151
C 4.668 1.855 -0.492
O 4.552 0.261 -2.491
H 7.120 0.545 2.246
H 7.933 -0.729 1.107
H 7.295 0.851 0.303
H 3.917 -3.053 0.595
H 4.079 -2.952 -1.721
H 1.301 -2.380 -0.683
H 1.833 -0.966 -1.809
H -0.833 1.980 0.154
H 0.908 2.123 0.860
H -0.548 1.488 1.989
H -1.862 -0.931 0.504
H -0.354 -2.001 1.008
H -1.035 -0.700 2.233
H 5.735 2.291 -0.192
H 3.936 1.947 0.417
H 4.277 2.588 -1.349
C -5.586 0.435 -2.378
C -5.405 -0.661 -1.339
O -4.873 -0.190 -0.104
C -5.645 0.792 0.586
C -7.038 0.315 0.957
H -4.631 0.937 -2.575
H -5.962 0.013 -3.316
H -6.293 1.197 -2.048
H -4.694 -1.397 -1.726
H -6.342 -1.199 -1.167
H -5.686 1.717 0.001
H -5.097 1.032 1.505
H -7.634 0.066 0.075
H -7.571 1.091 1.515
H -6.981 -0.586 1.577
*
```

Entry 6:
The following is a DFT calculation (ωB97M-V with the def2-TZVPD basis set) of C12H26N2O6PPtTe as an isolated structure in a non-equilibrium geometry.

Computed properties:
HOMO energy (spin up / spin down): -19.04 / -19.05 eV
M: 648.00 g mol⁻¹
LUMO (spin up / spin down): -9.559 / -13.471 eV
total energy: -47930.874 eV
frontier orbital gap (spin up / spin down): 9.479 / 5.577 eV

ORCA input file:
```
! RIJCOSX wB97M-V def2-TZVPD def2/J DEFGRID3
* xyz 3 5
Pt 0.101 -0.001 0.346
C 0.847 -2.638 -3.737
N -0.435 -2.689 -3.028
C -1.473 -3.542 -3.601
C -0.583 -2.069 -1.887
O 0.342 -1.349 -1.391
C -1.876 -2.257 -1.120
O -1.667 -1.604 0.115
C -2.693 -1.707 1.082
C -2.125 -1.013 2.305
O -0.997 -0.438 2.222
N -2.797 -1.058 3.426
C -2.228 -0.501 4.655
C -4.066 -1.766 3.558
H 0.777 -1.965 -4.593
H 1.091 -3.631 -4.108
H 1.634 -2.299 -3.072
H -1.304 -3.627 -4.672
H -2.471 -3.137 -3.445
H -1.430 -4.551 -3.184
H -2.051 -3.327 -0.965
H -2.725 -1.826 -1.660
H -2.900 -2.755 1.315
H -3.612 -1.218 0.742
H -1.164 -0.327 4.539
H -2.401 -1.191 5.479
H -2.722 0.440 4.906
H -4.668 -1.716 2.654
H -4.633 -1.322 4.373
H -3.904 -2.815 3.817
C 3.127 4.995 2.707
C 2.932 4.528 1.291
O 2.427 3.142 1.305
P 2.170 2.246 0.077
O 2.133 0.786 0.469
Te -0.194 2.417 -0.742
O 3.203 2.691 -0.979
C 3.309 2.466 -2.419
C 2.653 1.188 -2.891
H 3.348 6.060 2.711
H 3.958 4.480 3.189
H 2.244 4.797 3.315
H 3.864 4.554 0.729
H 2.208 5.158 0.767
H 4.380 2.435 -2.608
H 2.902 3.344 -2.918
H 2.953 0.340 -2.274
H 2.963 1.004 -3.919
H 1.556 1.266 -2.882
*
```

Entry 7:
The following is a DFT calculation (ωB97M-V with the def2-TZVPD basis set) of a 2-piece molecular cluster, C12H26N2OP2 overall in a non-equilibrium geometry.

Computed properties:
HOMO energy (spin up / spin down): -11.24 / -11.93 eV
M: 276.30 g mol⁻¹
LUMO (spin up / spin down): -4.465 / -4.465 eV
total energy: -36457.228 eV
frontier orbital gap (spin up / spin down): 6.772 / 7.461 eV

ORCA input file:
```
! RIJCOSX wB97M-V def2-TZVPD def2/J DEFGRID3
* xyz 1 2
C 3.309 -1.789 -2.540
C 2.363 -2.538 -2.768
C 0.993 -3.296 -2.961
P -0.227 -2.014 -3.683
P -2.098 -1.972 -2.542
N -2.687 -0.491 -2.573
H 3.937 -0.925 -2.190
H 1.139 -4.175 -3.675
H 0.563 -3.628 -1.962
H -0.399 -2.325 -5.065
H 0.395 -0.721 -3.533
H -3.017 -2.855 -3.169
H -1.900 -2.447 -1.198
H -3.593 -0.475 -3.065
C -0.846 -0.661 2.440
C 0.510 0.043 2.151
C 0.692 1.287 3.057
C -0.051 2.539 2.598
C 0.183 2.807 1.115
C -0.154 1.589 0.244
N 0.574 0.362 0.692
O 1.867 0.500 0.350
C -1.683 1.368 0.273
C 0.136 1.923 -1.234
C 1.577 -0.985 2.599
H -1.337 -0.993 1.521
H -0.719 -1.571 3.032
H -1.541 -0.022 2.987
H 1.757 1.540 3.111
H 0.385 1.045 4.079
H -1.121 2.444 2.808
H 0.295 3.396 3.183
H -0.409 3.675 0.810
H 1.231 3.101 0.974
H -1.964 0.498 -0.322
H -2.208 2.231 -0.144
H -2.091 1.238 1.275
H 1.174 2.214 -1.409
H -0.482 2.760 -1.568
H -0.095 1.069 -1.880
H 1.551 -1.885 1.977
H 1.402 -1.289 3.634
H 2.589 -0.575 2.570
*
```

Entry 8:
The following is a DFT calculation (ωB97M-V with the def2-TZVPD basis set) of a 2-piece molecular cluster, C12H26N8O3 overall in a non-equilibrium geometry.

Computed properties:
HOMO energy: -8.27 eV
M: 330.39 g mol⁻¹
LUMO: -1.367 eV
relative energy (zero: lowest compared OMol25 entry of this formula, charge and spin): 1464.6 kJ/mol
total energy: -30916.325 eV
frontier orbital gap: 6.900 eV

ORCA input file:
```
! RIJCOSX wB97M-V def2-TZVPD def2/J DEFGRID3
* xyz 0 1
C 0.595 1.566 -1.469
C -0.012 0.120 -1.004
C 0.221 1.983 -2.821
C 0.703 0.958 -3.902
C -0.515 0.690 -4.851
C -1.438 -1.641 -5.464
C 0.505 0.531 1.419
C 1.877 -0.140 1.878
C -0.599 0.616 2.467
C -0.881 -0.725 3.194
C -1.385 -0.646 4.632
C 0.394 -0.276 6.165
H 2.241 0.189 -1.764
H 2.567 1.874 -2.197
H 0.510 2.186 -0.679
H -0.914 2.100 -2.652
H 0.815 3.085 -2.904
H 0.670 0.099 -2.997
H 1.601 1.020 -4.683
H -0.436 1.545 -5.676
H -1.532 0.604 -4.385
H -1.395 -0.024 -6.903
H -1.042 -2.409 -7.149
H -1.696 -1.195 -3.391
H -2.467 -2.673 -4.356
H -0.780 -1.167 0.196
H 0.738 1.345 0.836
H -0.271 1.559 3.185
H -1.618 1.032 2.025
H -1.676 -1.505 2.642
H 0.235 -1.228 3.427
H -2.547 -0.250 4.790
H -1.267 -1.673 5.135
H -1.424 0.885 5.861
H 0.819 -0.553 8.189
H 2.313 -1.202 5.890
H 1.406 -0.704 4.352
H 2.531 0.260 0.008
N 1.998 1.170 -1.437
N -0.143 -0.678 -5.561
N -1.774 -2.577 -6.344
N -2.098 -1.734 -4.318
N -0.111 -0.354 0.321
N -0.558 0.301 5.393
N 0.201 -0.199 7.426
N 1.413 -0.888 5.515
O -0.643 -0.507 -1.969
O 2.149 -0.435 3.024
O 2.722 -0.330 0.904
*
```

Entry 9:
The following is a DFT calculation (ωB97M-V with the def2-TZVPD basis set) of C12H26O10Zn as an isolated structure in a non-equilibrium geometry.

Computed properties:
HOMO energy: -8.10 eV
M: 395.72 g mol⁻¹
LUMO: -2.737 eV
relative energy (zero: lowest compared OMol25 entry of this formula, charge and spin): 889.7 kJ/mol
total energy: -81749.712 eV
frontier orbital gap: 5.367 eV

ORCA input file:
```
! RIJCOSX wB97M-V def2-TZVPD def2/J DEFGRID3
* xyz 0 1
Zn -0.349 -0.522 -0.079
O 0.368 -2.167 -2.194
H 0.940 -2.459 -2.930
O -1.175 1.090 2.111
H -1.024 1.354 3.040
C -0.082 -2.343 4.685
O 0.928 -3.181 4.239
C 0.877 -3.527 2.940
O 0.128 -2.986 2.082
O 1.931 -4.241 2.575
C 2.005 -5.110 1.438
H 0.100 -2.503 5.747
H -1.101 -2.685 4.505
H 0.292 -1.365 4.381
H 1.773 -6.162 1.602
H 3.026 -5.026 1.066
H 1.474 -4.680 0.589
C 3.549 2.680 2.037
O 4.392 2.346 0.929
C 3.901 1.454 0.057
O 2.885 0.760 0.226
O 4.668 1.462 -1.062
C 4.273 0.648 -2.146
H 4.211 2.313 2.821
H 2.597 2.163 2.156
H 3.379 3.749 2.161
H 4.225 -0.382 -1.792
H 5.138 0.640 -2.810
H 3.338 0.946 -2.620
C -5.896 0.400 -0.029
C -4.920 -0.801 0.053
O -3.822 -0.658 -0.515
C -5.235 -1.835 1.128
H -6.931 0.265 0.285
H -5.987 0.611 -1.094
H -5.521 1.280 0.493
H -4.417 -2.546 1.247
H -6.150 -2.289 0.748
H -5.548 -1.395 2.075
C -0.069 4.615 -3.366
C -0.279 3.111 -3.514
O -0.317 2.292 -2.560
C -0.303 2.492 -4.986
H 0.862 4.970 -3.809
H 0.022 4.918 -2.323
H -0.891 5.251 -3.694
H 0.058 3.188 -5.743
H -1.381 2.399 -5.111
H 0.060 1.466 -5.039
*
```

Entry 10:
The following is a DFT calculation (ωB97M-V with the def2-TZVPD basis set) of a 3-piece molecular cluster, C12H27BrN6O4P overall in a non-equilibrium geometry.

Computed properties:
HOMO energy: -11.87 eV
M: 430.26 g mol⁻¹
LUMO: -2.451 eV
total energy: -109340.910 eV
frontier orbital gap: 9.419 eV

ORCA input file:
```
! RIJCOSX wB97M-V def2-TZVPD def2/J DEFGRID3
* xyz 1 1
N -1.457 3.258 0.881
C -1.502 2.344 0.004
C -2.443 1.159 -0.031
C -1.759 -0.215 0.075
N -0.643 -0.288 -0.914
C 0.602 0.012 -0.482
N 1.465 0.566 -1.326
P 3.134 1.055 -0.998
O 2.942 1.772 0.444
O 3.805 -0.363 -0.561
N 1.004 -0.233 0.795
C 0.121 -1.169 1.498
C -1.334 -0.721 1.470
Br -1.630 0.512 2.946
H -2.170 3.107 1.595
H -0.776 2.394 -0.811
H -3.268 1.244 0.669
H -2.906 1.169 -1.024
H -2.509 -0.927 -0.262
H -0.850 0.295 -1.717
H 1.133 0.779 -2.269
H 3.565 1.383 1.074
H 4.199 -0.722 -1.361
H 1.168 0.625 1.312
H 0.253 -2.174 1.107
H 0.428 -1.198 2.537
H -1.921 -1.597 1.724
C 1.215 3.840 -5.056
C 1.073 2.367 -4.787
O 0.917 1.938 -3.639
N 1.123 1.526 -5.833
C 1.300 1.851 -7.241
H 1.155 4.376 -4.115
H 2.179 4.051 -5.520
H 0.416 4.187 -5.711
H 1.021 0.554 -5.584
H 0.442 1.496 -7.810
H 2.197 1.361 -7.620
H 1.398 2.920 -7.383
C -1.570 -4.859 4.685
C -1.529 -3.394 4.332
O -1.946 -2.967 3.259
N -0.999 -2.539 5.241
C -0.428 -2.829 6.544
H -2.015 -5.404 3.859
H -0.564 -5.240 4.858
H -2.174 -5.022 5.578
H -1.029 -1.587 4.919
H -0.983 -2.299 7.318
H 0.611 -2.499 6.576
H -0.463 -3.892 6.754
*
```